Here is a molecular structure, C10H28ClN5O6V from OMol25. Energies are from wB97M-V/def2-TZVPD.

XYZ file:
```
51
Properties=species:S:1:pos:R:3:forces:R:3:mulliken_charge:R:1
O 2.25840 0.66687 -5.32072 -1.54 2.53 -0.91 -0.26
V 1.12543 1.75921 -5.51337 0.60 -3.74 0.36 1.22
C 3.67002 2.72281 -2.16858 -0.30 0.79 -0.86 -1.04
C 2.46876 3.55051 -2.71975 1.31 -0.46 -1.28 -0.39
O 1.98534 3.29100 -4.02716 -0.11 -0.05 1.35 -0.19
H 4.13480 3.31322 -1.37896 -0.74 -0.46 0.92 0.40
H 4.55737 2.75328 -2.80086 -0.45 -0.16 -0.98 0.31
H 3.44346 1.67216 -1.98718 -0.01 0.29 0.47 0.27
H 2.69594 4.61613 -2.68898 0.36 0.43 -0.30 0.39
H 1.58841 3.61935 -2.08074 -0.55 -0.65 0.21 0.38
Cl -0.61750 0.38398 -6.82152 1.33 1.14 0.64 -0.53
C 5.25059 -0.60508 -7.33037 -2.49 -4.37 2.61 0.56
O 5.88412 -1.31565 -6.55235 0.54 0.81 0.16 -0.71
N 3.91816 -0.71513 -7.46527 -0.07 -0.10 0.51 -0.21
N 5.73250 0.17090 -8.22303 3.60 2.92 -2.24 -0.30
H 3.48946 -1.36016 -6.81699 -0.59 0.43 -0.61 0.17
H 3.59391 -0.12162 -8.21541 -1.55 -0.72 0.81 0.23
H 6.73327 0.18992 -8.08806 0.09 0.80 -1.04 0.23
H 5.17304 0.69442 -8.88108 0.71 -0.08 0.16 0.16
C -0.29673 -0.28755 -3.17572 0.94 1.40 -0.73 0.52
O 0.15546 0.66375 -3.80068 0.92 3.61 -1.33 -0.52
N -0.45896 -1.41682 -3.71170 -0.48 -4.09 -3.68 -0.37
N -0.61178 -0.21873 -1.95199 -1.00 1.49 5.85 -0.41
H -0.85577 -2.23155 -3.26575 0.01 0.29 -0.34 0.20
H -0.46906 -1.26209 -4.70972 -0.03 -1.15 -0.52 0.12
H -0.41584 0.64509 -1.46668 -0.11 -0.34 0.12 0.22
H -0.89557 -1.02656 -1.41629 0.03 0.34 -0.08 0.17
C -1.60070 3.71062 -4.79959 -0.21 -3.16 -0.66 -0.84
O -0.49616 3.43175 -5.71783 -0.24 -0.67 1.52 0.17
C -0.04088 4.49601 -6.42113 0.78 1.45 -2.10 -0.69
C 0.82403 4.11219 -7.65750 -1.39 0.00 2.44 -0.80
N 1.97406 3.40082 -7.14811 0.22 0.27 1.12 0.15
C 3.04444 3.14745 -8.10601 0.19 -2.33 -0.48 -0.79
C 2.58367 2.34471 -9.35921 1.19 1.25 0.87 -1.03
O 2.36745 0.99654 -8.97303 -0.86 1.47 0.70 -0.15
C 1.79927 0.17882 -9.96012 0.39 -1.62 -0.47 -0.96
H -1.37965 3.82050 -3.73791 0.66 1.16 -0.30 0.24
H -1.92569 2.67019 -4.79846 -1.10 0.04 0.26 0.29
H -2.39017 4.30110 -5.26453 0.46 0.37 0.22 0.34
H 0.53692 5.16293 -5.78123 0.20 0.27 0.12 0.35
H -0.82469 5.08052 -6.90287 -0.58 0.06 0.47 0.48
H 1.06421 5.15628 -7.85818 0.25 -0.23 -1.84 0.29
H 0.26988 3.42596 -8.29789 -0.13 0.81 -0.52 0.49
H 2.47649 4.18175 -6.75085 -0.24 -0.15 1.86 0.08
H 3.71851 2.53067 -7.51160 0.37 -0.31 -0.40 0.38
H 3.60029 4.07505 -8.24272 -0.21 0.06 -1.01 0.44
H 3.39926 2.48000 -10.06957 0.22 -0.55 -0.35 0.44
H 1.76170 2.89513 -9.81693 -0.57 -0.60 -0.02 0.56
H 0.74983 0.30010 -10.22858 0.21 1.50 -0.61 0.31
H 1.64294 -0.85248 -9.64374 0.83 -0.08 1.07 0.28
H 2.60672 0.09413 -10.68740 -0.87 0.10 -1.15 0.37
```
Positions in Å, forces in eV/Å.

Calculated values
Net charge = +1
Kohn-Sham gap (spin up / spin down) = 7.57 / 4.88 eV
HOMO (spin up / spin down) = -11.2 / -11.2 eV
2S+1 = 3
⟨S²⟩ = 2.050

Here is C4H12N2 in the gas phase from OMol25. Energies are from wB97M-V/def2-TZVPD.

XYZ file:
```
18
Properties=species:S:1:pos:R:3:forces:R:3:mulliken_charge:R:1
C -2.61170 0.30510 0.62159 -2.01 1.10 0.00 -0.83
N -1.71372 -0.17620 -0.41899 1.19 0.19 0.97 -0.44
C -0.64358 0.80627 -0.73876 0.65 0.58 -0.21 -0.54
C 0.71004 0.08891 -0.87956 -0.92 0.21 -0.36 -0.65
N 1.39744 -0.08925 0.36406 -0.02 -0.09 0.31 -0.30
C 2.61750 -0.86611 0.36142 0.83 0.75 0.74 -0.93
H -2.22434 1.12511 1.23842 0.40 -0.28 0.16 0.29
H -3.55928 0.73457 0.24937 0.44 0.01 -0.57 0.28
H -3.03581 -0.46776 1.26484 0.69 -0.38 0.00 0.33
H -1.13314 -0.81043 0.13225 -0.38 -0.66 -0.52 0.27
H -0.60404 1.58193 0.02907 0.24 -0.02 0.30 0.31
H -0.70021 1.39446 -1.66291 -1.04 -0.49 -0.13 0.32
H 1.32988 0.69149 -1.54866 0.12 -0.21 -0.02 0.41
H 0.42076 -0.84996 -1.39583 0.56 0.03 -0.02 0.33
H 0.80770 -0.33978 1.13808 -0.28 -0.12 -0.06 0.26
H 2.70816 -1.37901 1.31913 -0.09 -0.29 -0.10 0.34
H 3.47490 -0.16940 0.37811 -0.08 -0.31 -0.40 0.25
H 2.75944 -1.57995 -0.45163 -0.31 -0.03 -0.09 0.28
```
Positions in Å, forces in eV/Å.

Calculated values
Kohn-Sham gap = 9.72 eV
HOMO = -8.6 eV
ΔE to the lowest compared entry with this formula, charge and spin = 150.9 kJ/mol
SMILES = CNCCNC

Here is a gas-phase ion, C8H17N2 (charge +1) from OMol25. Energies are from wB97M-V/def2-TZVPD.

XYZ file:
```
27
Properties=species:S:1:pos:R:3:forces:R:3:mulliken_charge:R:1
C 1.98316 -1.05934 -1.79145 -2.89 -1.87 1.59 -1.13
C 1.85962 -0.09460 -0.67827 -1.15 0.40 -1.07 0.93
N 2.36080 0.90262 -0.28753 1.97 0.10 0.63 -0.26
C 1.80166 1.89628 0.50784 -0.77 3.55 0.12 -0.73
C 0.26063 1.71246 0.36697 1.98 -0.13 -4.78 -0.87
N -0.04662 0.32267 0.09733 1.74 -0.56 0.08 0.39
C -0.14781 -0.28044 1.44380 -0.63 -0.57 0.91 -0.62
C 0.02675 -1.84687 1.56864 0.74 0.61 -0.04 -0.95
C -1.03410 0.04259 -0.94813 -2.24 -3.23 2.78 -0.59
C -2.47652 0.39405 -0.55244 -0.29 1.19 -1.10 -1.46
H 0.86915 -1.26162 -2.10975 2.32 0.48 -0.01 0.27
H 2.31302 -2.04477 -1.37621 0.05 0.80 -0.54 0.34
H 2.64262 -0.64998 -2.53211 0.10 0.05 -0.44 0.36
H 2.07945 2.99892 0.13572 -0.48 -2.58 0.51 0.34
H 2.06027 1.94689 1.55620 0.81 -0.71 0.18 0.39
H -0.22292 2.04637 1.17798 -1.83 1.44 2.87 0.55
H 0.09698 2.34805 -0.52616 -0.86 -0.51 0.43 0.40
H 0.61496 0.31316 2.03758 -0.93 -1.24 -0.34 0.40
H -1.16632 0.01574 1.78079 0.69 -0.22 0.33 0.47
H 0.59983 -2.15722 0.63813 -0.51 -0.07 1.29 0.16
H 0.63094 -2.08634 2.53317 -1.11 0.29 -1.86 0.32
H -0.96085 -2.38564 1.58589 1.08 0.58 0.00 0.30
H -0.75799 0.67666 -1.72292 0.49 0.34 -2.06 0.50
H -1.13490 -1.11656 -1.08124 1.10 2.08 -0.50 0.35
H -2.94931 -0.05462 0.28321 0.11 -1.36 0.80 0.38
H -2.47286 1.42258 -0.21960 -0.31 0.74 -0.50 0.38
H -3.17993 0.23569 -1.41430 0.82 0.40 0.70 0.36
```
Positions in Å, forces in eV/Å.

Calculated values
Net charge = +1
Kohn-Sham gap = 10.24 eV
HOMO = -13.8 eV
ΔE to the lowest compared entry with this formula, charge and spin = 341.2 kJ/mol
SMILES = CC#[N+]CCN(CC)CC

Here is 2 unconnected molecules or ions with the total composition C2H3N2O2 from OMol25. Energies are from wB97M-V/def2-TZVPD.

XYZ file:
```
9
Properties=species:S:1:pos:R:3:forces:R:3:mulliken_charge:R:1
C -0.13151 0.59865 -0.69085 -2.02 -1.30 -1.93 0.02
C -1.13524 -0.15793 0.07929 -0.29 1.38 -0.69 0.24
N 0.92866 0.93547 -0.17735 0.19 -1.07 2.89 -0.48
N 0.81743 -1.72685 1.56034 2.69 1.44 -1.45 0.64
O 1.65415 -1.24465 1.04666 -2.12 -1.68 1.67 0.12
O -0.94102 -0.93080 0.98934 -1.03 -0.13 -0.02 -0.46
H -0.56801 0.76867 -1.70907 0.89 0.51 0.45 0.34
H -2.07965 0.26588 -0.36131 -0.60 -1.37 1.25 0.33
H 1.45521 1.49156 -0.73705 2.30 2.23 -2.18 0.26
```
Positions in Å, forces in eV/Å.

Calculated values
Net charge = +1
Kohn-Sham gap = 7.74 eV
HOMO = -15.4 eV
ΔE to the lowest compared entry with this formula, charge and spin = 464.4 kJ/mol

| no. | maximum force (eV Å⁻¹) |
| --- | --- |
| 1 | 6.12 |
| 2 | 2.29 |
| 3 | 5.18 |
| 4 | 3.87 |